# 1
{"formula": "C46H77ClFNO14PS", "method": "the ωB97M-V functional and the def2-TZVPD basis", "charge": -1, "homo_lumo_gap_ev": 6.8, "homo_ev": -4.739, "multiplicity": 1, "symbols": ["C", "C", "S", "C", "P", "Cl", "C", "C", "C", "O", "O", "C", "C", "C", "N", "C", "C", "C", "F", "C", "C", "C", "C", "C", "O", "C", "C", "C", "C", "C", "C", "C", "C", "C", "O", "H", "H", "H", "H", "H", "H", "H", "H", "H", "H", "H", "H", "H", "H", "H", "H", "H", "H", "H", "H", "H", "H", "H", "H", "H", "H", "H", "H", "H", "H", "H", "H", "H", "H", "H", "H", "H", "H", "H", "H", "H", "H", "H", "H", "H", "H", "H", "O", "C", "O", "C", "C", "C", "H", "H", "H", "H", "H", "H", "O", "C", "O", "C", "C", "C", "H", "H", "H", "H", "H", "H", "O", "C", "O", "C", "C", "C", "H", "H", "H", "H", "H", "H", "O", "C", "O", "C", "C", "C", "H", "H", "H", "H", "H", "H", "O", "C", "O", "C", "C", "C", "H", "H", "H", "H", "H", "H"], "coordinates": [[0.6225, -1.0864, 7.3468], [-0.6002, -2.0165, 7.2357], [-1.9531, -1.2475, 6.2634], [-2.1951, -2.4630, 4.9183], [-1.5893, -1.8231, 3.1872], [-2.7390, 0.0762, 3.6195], [-0.6362, -3.4755, 2.9316], [0.7352, -3.5223, 3.6171], [1.7632, -4.4138, 2.8903], [2.8983, -3.6378, 2.4578], [-2.8699, -2.5349, 2.3329], [-3.1020, -2.1231, 0.9566], [-4.3779, -1.2442, 1.1209], [-5.4453, -1.3908, 0.0419], [-6.6392, -0.5466, 0.3430], [-3.3752, -3.4835, 0.3079], [-3.5169, -3.5261, -1.2347], [-4.5950, -4.5378, -1.6086], [-5.1185, -4.2923, -2.8743], [-1.7644, -1.3774, 0.5709], [-1.9286, 0.0401, -0.0427], [-2.8383, 0.1489, -1.2750], [-2.3532, 1.3167, -2.1664], [-1.1725, 0.8979, -3.0203], [-1.5663, -0.1584, -3.8746], [-0.4216, -0.8532, -4.3478], [-0.7787, -2.1108, -0.4113], [0.7024, -2.1569, -0.0145], [1.4451, -0.8546, -0.2040], [2.1308, -0.6262, -1.4041], [2.8379, 0.5541, -1.6139], [2.8763, 1.5217, -0.6197], [2.2054, 1.3018, 0.5727], [1.5053, 0.1257, 0.7700], [-1.0341, -1.0817, 1.7517], [1.4645, -1.5106, 6.8043], [0.4022, -0.1241, 6.8923], [0.8803, -0.9263, 8.3934], [-0.3236, -2.9171, 6.6925], [-0.9748, -2.3386, 8.2053], [-3.2707, -2.6199, 4.8481], [-1.6575, -3.3560, 5.2192], [-0.4900, -1.1828, 3.8442], [-1.2723, -4.2881, 3.2852], [-0.5242, -3.6323, 1.8575], [1.1928, -2.5330, 3.6713], [0.6022, -3.8704, 4.6444], [2.1452, -5.2030, 3.5387], [1.2888, -4.8410, 2.0068], [2.8691, -3.6003, 1.5003], [-4.8389, -1.5688, 2.0492], [-4.1276, -0.1984, 1.2634], [-5.1126, -1.1649, -0.9664], [-5.7701, -2.4375, 0.0196], [-7.2861, -1.1333, 0.8598], [-7.1197, -0.4057, -0.5405], [-2.5194, -4.1038, 0.5737], [-4.2244, -3.9459, 0.8080], [-3.7938, -2.5647, -1.6503], [-2.5959, -3.9031, -1.6688], [-4.2191, -5.5587, -1.5314], [-5.4191, -4.4595, -0.8964], [-2.3428, 0.6665, 0.7472], [-0.9486, 0.4319, -0.3022], [-2.8379, -0.7505, -1.8865], [-3.8356, 0.4328, -0.9557], [-1.9775, 2.0845, -1.4822], [-3.1658, 1.7728, -2.7322], [-0.8250, 1.7536, -3.6143], [-0.3521, 0.6023, -2.3573], [0.1253, -1.2962, -3.5119], [-0.7821, -1.6141, -5.0349], [0.2523, -0.1572, -4.8516], [-0.8042, -1.5915, -1.3731], [-1.0726, -3.1337, -0.6433], [0.8793, -2.5254, 0.9903], [1.1729, -2.8802, -0.6897], [2.1265, -1.3795, -2.1797], [3.3752, 0.7073, -2.5378], [3.4164, 2.4466, -0.7503], [2.2552, 2.0508, 1.3521], [1.0036, -0.0214, 1.7168], [6.5659, 2.7356, -1.4622], [6.2233, 3.6518, -0.7763], [4.9392, 4.0937, -0.7220], [4.8505, 5.2566, 0.1065], [6.0645, 5.1957, 1.0153], [7.1004, 4.5227, 0.1171], [4.8547, 6.1451, -0.5314], [3.9106, 5.2225, 0.6551], [6.3553, 6.1765, 1.3863], [5.8706, 4.5605, 1.8718], [7.6451, 5.2347, -0.5057], [7.7985, 3.9091, 0.6791], [5.7142, 5.1688, 3.9763], [4.9494, 5.9857, 4.3951], [5.2725, 7.2754, 4.6658], [4.1328, 7.9408, 5.2457], [2.9201, 7.1269, 4.8015], [3.5014, 5.7201, 4.7218], [4.2537, 7.9487, 6.3317], [4.1059, 8.9679, 4.8880], [2.0672, 7.2209, 5.4721], [2.6031, 7.4466, 3.8078], [3.4532, 5.1937, 5.6769], [3.0464, 5.1244, 3.9409], [2.5891, -0.8432, -4.5412], [2.7889, -1.6119, -5.4340], [3.7368, -2.5824, -5.3690], [3.8173, -3.2783, -6.6219], [2.4739, -3.0438, -7.3002], [2.0983, -1.6570, -6.7864], [4.6495, -2.8616, -7.1947], [4.0154, -4.3306, -6.4300], [2.5220, -3.1190, -8.3848], [1.7462, -3.7749, -6.9449], [2.5075, -0.8619, -7.4112], [1.0254, -1.5295, -6.6797], [-1.2773, -1.6913, -7.7846], [-2.3779, -2.1153, -7.5878], [-2.7093, -3.4169, -7.7709], [-4.1183, -3.6027, -7.5462], [-4.5415, -2.4317, -6.6704], [-3.5929, -1.3297, -7.1373], [-4.6244, -3.6030, -8.5147], [-4.2763, -4.5658, -7.0666], [-5.5965, -2.1828, -6.7669], [-4.3457, -2.6641, -5.6227], [-3.9871, -0.7791, -7.9932], [-3.3283, -0.6408, -6.3386], [1.5476, 5.3954, 2.1891], [0.6986, 4.7021, 2.6829], [0.9779, 3.7696, 3.6133], [-0.2065, 3.0058, 3.9323], [-1.3681, 3.9063, 3.5349], [-0.7805, 4.6773, 2.3532], [-0.1818, 2.0759, 3.3622], [-0.1999, 2.7655, 4.9919], [-2.2744, 3.3528, 3.3004], [-1.5968, 4.5992, 4.3471], [-0.9161, 4.1450, 1.4107], [-1.1722, 5.6875, 2.2708]], "lowdin_charge": [-0.17, -0.54, 0.73, -0.60, 0.38, 0.20, -0.27, -0.22, -0.25, -0.09, -0.31, -0.35, -0.13, -0.27, 0.00, -0.11, -0.16, -0.22, -0.07, -0.36, -0.11, -0.17, -0.16, -0.24, -0.19, -0.10, -0.07, -0.13, -0.22, -0.05, -0.07, -0.08, -0.07, -0.04, -0.33, 0.06, 0.04, 0.05, 0.04, 0.05, 0.02, 0.02, 0.01, 0.08, 0.05, 0.10, 0.09, 0.10, 0.10, 0.06, 0.12, 0.07, 0.09, 0.10, 0.06, 0.05, 0.11, 0.12, 0.09, 0.10, 0.12, 0.10, 0.10, 0.10, 0.09, 0.10, 0.11, 0.11, 0.13, 0.11, 0.07, 0.08, 0.08, 0.10, 0.09, 0.08, 0.12, 0.09, 0.09, 0.08, 0.09, 0.10, 0.12, -0.48, 0.00, -0.15, -0.16, -0.07, 0.13, 0.12, 0.12, 0.10, 0.12, 0.12, 0.11, -0.47, 0.02, -0.16, -0.15, -0.07, 0.12, 0.12, 0.12, 0.11, 0.14, 0.09, 0.11, -0.46, 0.03, -0.16, -0.15, -0.07, 0.12, 0.12, 0.11, 0.12, 0.14, 0.09, 0.11, -0.49, 0.02, -0.16, -0.15, -0.07, 0.12, 0.12, 0.12, 0.12, 0.13, 0.12, 0.09, -0.49, 0.01, -0.13, -0.15, -0.07, 0.12, 0.13, 0.10, 0.11, 0.13, 0.12]}


# 2
{"formula": "C46H80Br2FN8O13P", "method": "the ωB97M-V functional and the def2-TZVPD basis", "homo_lumo_gap_ev": 6.5, "homo_ev": -8.387, "multiplicity": 1, "symbols": ["C", "C", "N", "C", "C", "Br", "C", "C", "C", "O", "Br", "C", "C", "C", "C", "C", "C", "C", "C", "C", "O", "C", "C", "C", "C", "O", "C", "P", "O", "C", "C", "C", "O", "F", "C", "O", "H", "H", "H", "H", "H", "H", "H", "H", "H", "H", "H", "H", "H", "H", "H", "H", "H", "H", "H", "H", "H", "H", "H", "H", "H", "H", "H", "H", "H", "H", "H", "C", "C", "O", "N", "C", "H", "H", "H", "H", "H", "H", "H", "C", "C", "O", "N", "C", "H", "H", "H", "H", "H", "H", "H", "C", "C", "O", "N", "C", "H", "H", "H", "H", "H", "H", "H", "C", "C", "O", "N", "C", "H", "H", "H", "H", "H", "H", "H", "C", "C", "O", "N", "C", "H", "H", "H", "H", "H", "H", "H", "C", "C", "O", "N", "C", "H", "H", "H", "H", "H", "H", "H", "C", "C", "O", "N", "C", "H", "H", "H", "H", "H", "H", "H"], "coordinates": [[1.0293, 3.9657, -5.6776], [0.1626, 4.6485, -4.5156], [-1.2748, 4.9452, -4.9467], [-2.0626, 4.7004, -3.7009], [-2.1829, 5.9271, -2.7340], [-1.3513, 7.6544, -3.2773], [-2.9498, 5.7178, -1.3960], [-3.0657, 6.9826, -0.4306], [-4.4978, 7.7229, -0.4999], [-4.9094, 8.5216, 0.3822], [-5.7563, 7.4646, -2.0492], [-3.5870, 4.3076, -1.0787], [-4.3799, 4.1709, 0.2939], [-3.5008, 3.7684, 1.5764], [-1.9401, 3.5221, 1.3114], [-1.5869, 1.9816, 0.9172], [0.0086, 1.7449, 0.7387], [0.7680, 1.3927, 2.1074], [0.5721, -0.1130, 2.6207], [1.4477, -1.2072, 1.8387], [1.5878, -2.3690, 2.7162], [1.6314, -3.5996, 1.9537], [-3.4831, 3.1231, -2.0721], [-2.6865, 3.3077, -3.4309], [-2.5822, 2.0568, -4.3975], [-1.6443, 1.8550, -5.2285], [-3.7097, 0.9131, -4.3288], [-3.9978, -0.1458, -5.8752], [-5.1773, 0.3297, -6.7417], [-4.4109, 0.7897, -3.1053], [-5.6031, -0.3022, -2.9413], [-4.9795, -1.6978, -2.4923], [-5.1441, -2.7576, -3.1127], [-4.1446, -1.6743, -1.3199], [-4.1492, 1.7065, -1.8118], [-4.5229, 1.2553, -0.7003], [2.1422, 4.0237, -5.3663], [0.9015, 4.4734, -6.6924], [0.7852, 2.8438, -5.7301], [0.5992, 5.6134, -4.0936], [0.0559, 3.8552, -3.6770], [-1.5478, 4.2709, -5.6763], [-2.2825, 7.7942, -0.6283], [-2.9296, 6.6159, 0.6412], [-4.8480, 5.2092, 0.5057], [-5.2743, 3.4511, 0.1947], [-3.9743, 2.8121, 2.0245], [-3.5896, 4.6040, 2.3528], [-1.4142, 3.6771, 2.3339], [-1.4441, 4.2795, 0.6052], [-1.8900, 1.3124, 1.8135], [-2.0972, 1.6420, -0.0435], [0.1348, 0.8314, 0.0477], [0.4702, 2.6725, 0.2273], [0.5463, 2.1500, 2.9561], [1.9003, 1.5189, 1.8940], [0.8995, -0.1820, 3.7294], [-0.5228, -0.4247, 2.5313], [2.5150, -0.8692, 1.5872], [0.9390, -1.5533, 0.8589], [2.0572, -4.4023, 2.6662], [0.5838, -3.9645, 1.6191], [2.3200, -3.5623, 1.0358], [-4.2190, -1.4921, -5.3781], [-2.7374, -0.1602, -6.5775], [-6.3800, 0.0570, -2.1685], [-6.1675, -0.3456, -3.9463], [1.6041, 8.6430, 2.4750], [0.4295, 8.4778, 1.5523], [0.2638, 7.4667, 0.8778], [-0.4703, 9.4989, 1.4782], [-0.4521, 10.7600, 2.1865], [2.2309, 7.7518, 2.4273], [2.2026, 9.5036, 2.1687], [1.2579, 8.7682, 3.5033], [-1.2316, 9.3189, 0.8399], [-1.3700, 10.8363, 2.7746], [-0.4320, 11.5668, 1.4502], [0.4094, 10.8498, 2.8462], [4.5628, -6.0534, -0.7703], [3.0672, -5.9048, -0.7311], [2.5148, -4.8225, -0.8969], [2.3220, -7.0187, -0.5038], [2.7796, -8.3771, -0.2859], [5.0196, -5.0815, -0.9601], [4.9270, -6.4246, 0.1890], [4.8496, -6.7340, -1.5756], [1.3282, -6.8402, -0.4917], [2.3435, -9.0166, -1.0599], [2.4194, -8.7054, 0.6926], [3.8648, -8.4573, -0.3186], [9.9004, -7.7100, -2.2984], [8.5437, -8.3602, -2.3267], [8.2144, -9.2150, -1.5154], [7.6687, -7.9703, -3.2946], [7.8652, -6.9852, -4.3361], [10.4824, -8.1231, -1.4741], [10.4317, -7.9101, -3.2314], [9.7972, -6.6338, -2.1439], [6.7807, -8.4498, -3.2497], [7.1035, -6.2102, -4.2231], [7.7329, -7.4768, -5.3026], [8.8529, -6.5306, -4.2933], [-0.3934, 10.1555, 6.0044], [1.0864, 10.3950, 5.8755], [1.7924, 9.7277, 5.1277], [1.6397, 11.3890, 6.6215], [0.9842, 12.2803, 7.5544], [-0.6858, 9.3336, 5.3497], [-0.6411, 9.8834, 7.0324], [-0.9454, 11.0492, 5.7051], [2.6352, 11.4893, 6.4815], [1.1446, 13.3070, 7.2178], [1.4466, 12.1501, 8.5354], [-0.0839, 12.0868, 7.6292], [0.4942, -12.5457, -1.0211], [1.0983, -11.5235, -1.9445], [1.9243, -10.7037, -1.5588], [0.7019, -11.5252, -3.2460], [-0.2519, -12.4014, -3.8912], [0.9078, -12.4185, -0.0203], [-0.5881, -12.4098, -0.9680], [0.7335, -13.5528, -1.3690], [1.1502, -10.8116, -3.8031], [0.2574, -12.9225, -4.7050], [-1.0543, -11.7880, -4.3071], [-0.6738, -13.1307, -3.2027], [5.5381, -6.5379, 3.5080], [5.2082, -5.1791, 2.9523], [4.2737, -4.9993, 2.1825], [5.9864, -4.1279, 3.3301], [7.1259, -4.1313, 4.2214], [4.8314, -7.2704, 3.1163], [6.5452, -6.8327, 3.2052], [5.4572, -6.5274, 4.5971], [5.7035, -3.2504, 2.9168], [6.9128, -3.4554, 5.0528], [7.9928, -3.7581, 3.6712], [7.3436, -5.1244, 4.6091], [-7.6676, -0.1248, 0.5282], [-9.1624, 0.0392, 0.5758], [-9.7044, 1.1221, 0.3997], [-9.9187, -1.0658, 0.8242], [-9.4734, -2.4227, 1.0571], [-7.2032, 0.8400, 0.3216], [-7.2992, -0.4866, 1.4904], [-7.3922, -0.8191, -0.2688], [-10.9110, -0.8774, 0.8407], [-9.9202, -3.0658, 0.2953], [-9.8285, -2.7361, 2.0415], [-8.3898, -2.5141, 1.0174]], "lowdin_charge": [-0.10, -0.26, -0.06, -0.17, -0.42, 0.71, -0.14, -0.14, -0.67, -0.04, 0.64, -0.05, -0.15, -0.18, -0.20, -0.19, -0.20, -0.22, -0.18, -0.23, -0.25, -0.14, 0.02, 0.03, -0.25, 0.00, -0.16, 0.77, -0.47, -0.07, -0.03, -0.31, 0.09, 0.03, -0.23, 0.04, 0.08, 0.08, 0.07, 0.09, 0.12, 0.10, 0.08, 0.13, 0.11, 0.12, 0.12, 0.11, 0.11, 0.11, 0.11, 0.08, 0.11, 0.11, 0.11, 0.11, 0.12, 0.11, 0.13, 0.13, 0.09, 0.10, 0.07, 0.03, 0.03, 0.12, 0.14, -0.01, -0.54, 0.01, 0.01, -0.07, 0.09, 0.09, 0.05, 0.12, 0.08, 0.08, 0.07, -0.02, -0.55, 0.00, 0.02, -0.08, 0.09, 0.07, 0.07, 0.14, 0.04, 0.08, 0.08, -0.02, -0.56, 0.02, 0.00, -0.08, 0.08, 0.08, 0.08, 0.14, 0.08, 0.08, 0.07, -0.01, -0.53, 0.01, 0.01, -0.08, 0.09, 0.09, 0.09, 0.14, 0.08, 0.08, 0.08, -0.01, -0.52, 0.00, 0.01, -0.08, 0.09, 0.09, 0.09, 0.14, 0.08, 0.08, 0.08, -0.01, -0.53, 0.02, 0.01, -0.08, 0.08, 0.09, 0.09, 0.14, 0.08, 0.08, 0.07, -0.01, -0.55, 0.03, 0.00, -0.08, 0.07, 0.09, 0.07, 0.14, 0.08, 0.08, 0.08]}